DFT (wB97M-V/def2-TZVPD) results for a structure of composition C30H51Cl2CrN2OP.

Geometry as XYZ:
```
88
Properties=species:S:1:pos:R:3:forces:R:3
P -0.15979 0.80280 -2.55038 -0.139 -1.603 2.883
C -1.75456 0.22958 -3.29280 0.324 0.770 -0.010
C -2.20130 1.02086 -4.52059 -0.298 -0.170 -0.103
C -3.65306 0.65091 -4.84396 -0.045 0.084 0.059
C -3.88513 -0.86285 -4.96837 0.062 -0.036 -0.138
C -3.23198 -1.69853 -3.86050 0.074 0.149 0.129
C -1.78744 -1.27045 -3.57690 -0.177 -0.196 -0.140
C 1.26052 0.13624 -3.50382 -0.283 0.533 -0.100
C 1.17008 0.50686 -4.97859 0.421 -0.136 -0.327
C 2.47342 0.12660 -5.69225 0.004 0.081 0.012
C 2.89809 -1.32903 -5.44849 -0.111 -0.143 -0.015
C 2.78805 -1.78909 -3.98565 0.016 0.178 0.066
C 1.46720 -1.37139 -3.33392 0.011 -0.157 0.142
C -0.09166 2.64528 -2.55793 -0.061 -0.054 -1.059
C -1.20368 3.26477 -1.70370 -0.052 0.078 0.164
C -1.17136 4.79791 -1.76497 0.135 -0.085 -0.183
C 0.20169 5.38523 -1.41252 0.027 -0.126 0.130
C 1.36252 4.69484 -2.14263 -0.186 -0.037 -0.210
C 1.28268 3.16261 -2.12044 0.132 0.087 0.283
H -2.45936 0.42315 -2.46200 0.194 -0.037 -0.301
H -1.55170 0.77947 -5.37454 -0.172 0.055 0.122
H -2.12006 2.10502 -4.35467 -0.080 -0.218 -0.035
H -3.95514 1.15253 -5.76996 -0.120 -0.067 0.048
H -4.29393 1.04390 -4.04316 0.081 -0.016 -0.051
H -4.96315 -1.05913 -4.97555 0.064 0.008 -0.110
H -3.49899 -1.20088 -5.93845 0.030 0.030 0.036
H -3.81224 -1.59990 -2.93299 0.090 0.005 -0.078
H -3.24594 -2.75987 -4.13673 -0.086 0.124 0.043
H -1.37974 -1.83831 -2.72908 -0.039 0.199 -0.180
H -1.17022 -1.49558 -4.46044 -0.161 0.079 0.102
H 2.12646 0.63853 -3.03946 -0.147 -0.121 -0.146
H 3.26862 0.79847 -5.34335 -0.061 -0.035 0.003
H 0.97140 1.58091 -5.11442 0.044 -0.192 0.005
H 0.33152 -0.03519 -5.44110 0.189 0.067 0.114
H 2.35339 0.30292 -6.76738 0.155 -0.017 0.033
H 3.93166 -1.46298 -5.78911 -0.118 -0.027 -0.067
H 2.27608 -1.98693 -6.07052 0.000 0.064 0.057
H 2.88994 -2.88122 -3.92972 0.041 0.215 -0.002
H 3.61499 -1.36141 -3.40091 -0.091 -0.034 -0.061
H 1.44840 -1.64738 -2.27151 0.026 0.093 -0.304
H 0.64182 -1.92018 -3.80316 0.228 0.097 0.070
H -0.25553 2.90840 -3.61706 0.038 0.439 0.139
H -2.19645 2.91069 -2.01513 0.229 -0.005 0.047
H -1.09212 2.93136 -0.66225 0.038 0.042 -0.232
H -1.44404 5.11233 -2.78151 0.011 0.006 0.044
H -1.93290 5.20638 -1.08902 0.083 -0.038 -0.117
H 0.35993 5.30316 -0.32833 -0.029 -0.056 -0.115
H 0.21064 6.45575 -1.65315 0.015 -0.090 0.113
H 2.31583 5.01215 -1.70156 -0.118 -0.019 -0.098
H 1.37099 5.02574 -3.18991 -0.018 0.025 0.046
H 2.08000 2.75842 -2.75852 -0.172 0.058 0.097
H 1.49616 2.79241 -1.10877 -0.093 0.085 -0.218
Cr -0.13939 -0.09163 0.05423 -0.027 0.115 -1.245
Cl 2.07198 0.51511 -0.13502 0.675 -0.043 0.277
Cl -2.29637 0.57740 0.06010 -0.824 0.223 0.331
C -0.51016 -1.90406 -0.48558 -0.324 -0.619 0.578
H -1.58557 -2.14511 -0.60984 0.339 0.357 0.115
C 0.26872 -3.08396 -0.31131 -0.257 1.100 -0.082
C 1.68886 -3.01147 -0.14901 0.304 -0.629 0.090
C 2.44950 -4.17294 -0.10573 -0.452 0.134 0.021
C 1.83428 -5.43257 -0.17583 0.099 -0.300 0.023
C 0.43194 -5.52389 -0.26302 0.152 0.412 -0.041
C -0.34515 -4.37784 -0.32559 0.516 -0.282 -0.045
H 2.16480 -2.02847 -0.07255 -0.162 -0.440 -0.089
H 3.53505 -4.10148 -0.01414 -0.194 -0.046 -0.010
H -0.04751 -6.50378 -0.28260 0.104 0.144 -0.008
H -1.43392 -4.43595 -0.39530 0.276 -0.006 0.009
H 2.43952 -6.33694 -0.15334 -0.095 0.113 0.027
C 2.39474 -0.24786 3.28039 0.253 -0.053 -0.681
N 1.28831 -0.10888 4.20653 -0.198 0.040 0.763
C 1.60907 -0.14766 5.62278 -0.059 -0.031 -0.068
C 0.06052 -0.00822 3.62868 -0.156 -0.015 -1.755
O 0.02784 0.03004 2.36934 -0.049 -0.092 0.834
N -1.13499 0.04982 4.28293 0.548 -0.061 0.608
C -1.42795 0.05573 5.70461 -0.009 -0.018 0.005
C -2.29970 0.09154 3.42566 -0.345 0.036 -0.543
H 3.31679 -0.31178 3.86022 -0.075 0.011 -0.160
H 2.43559 0.60383 2.59182 0.085 -0.257 0.113
H 2.27978 -1.15285 2.66731 0.101 0.241 0.090
H 1.28827 0.76988 6.13569 0.112 -0.246 0.003
H 1.17990 -1.03248 6.11490 0.154 0.227 0.017
H 2.69816 -0.21412 5.69847 -0.305 0.026 0.130
H -1.96126 0.98264 5.96776 0.153 -0.185 0.014
H -2.09319 -0.78895 5.94053 0.198 0.165 0.040
H -0.52894 -0.01990 6.31139 -0.409 0.028 -0.098
H -2.28644 0.98107 2.78722 -0.092 -0.210 0.096
H -2.32435 -0.77780 2.75810 -0.046 0.215 0.092
H -3.19336 0.09811 4.05354 0.101 0.007 -0.040
```
Forces are in eV/Å.

As for the spin multiplicity: 4. As for the electronic energy: -3664.7838 a.u. Its expectation value of S² is 3.847. Its net charge is -1.



DFT (wB97M-V/def2-TZVPD) results for a structure of composition C30H51NP2Sc.

Geometry as XYZ:
```
85
Properties=species:S:1:pos:R:3:forces:R:3
Sc -0.19646 0.31906 -0.20821 -0.884 1.304 2.840
C -0.88741 -1.78882 0.72031 1.085 0.316 0.563
C 0.47954 -1.87140 0.27349 -0.312 0.468 0.843
C 0.40562 -0.47217 2.11933 -0.396 -1.034 -0.874
C -0.92243 -0.92207 1.86100 1.225 -0.584 -0.442
C 1.27294 -1.02318 1.12447 -1.140 -0.420 0.231
C -2.01862 -2.62616 0.25177 -0.516 -0.227 -0.195
H -1.85464 -2.96419 -0.77560 -0.125 -0.085 0.152
H -2.96354 -2.06730 0.27995 0.122 -0.206 -0.039
H -2.14548 -3.51715 0.89063 0.056 0.286 -0.248
C -2.04380 -0.73240 2.80908 -0.518 0.413 0.159
H -2.98034 -1.12244 2.39991 0.096 0.014 0.187
H -2.19603 0.32937 3.04104 -0.005 -0.116 -0.052
H -1.83298 -1.23715 3.76490 -0.061 0.025 -0.309
C 0.81738 0.19599 3.37144 0.096 0.647 0.356
H 0.69651 -0.48027 4.23197 0.083 0.077 -0.281
H 0.20193 1.07960 3.57706 0.092 -0.125 0.000
H 1.86310 0.51246 3.31926 -0.141 -0.039 0.160
C 2.75113 -0.88827 1.11210 0.613 0.130 -0.006
H 3.21824 -1.47858 1.91922 -0.145 0.165 -0.309
H 3.05853 0.15764 1.25947 0.034 -0.236 -0.002
H 3.16479 -1.22846 0.15714 0.054 0.007 0.188
C 1.02582 -2.80105 -0.74565 0.238 -0.373 -0.365
H 1.46222 -3.69152 -0.26647 -0.100 0.219 -0.159
H 1.82163 -2.32531 -1.33310 -0.074 -0.184 -0.011
H 0.24815 -3.14410 -1.43372 0.187 -0.034 0.086
C -1.90274 1.09339 -5.98029 -0.887 -1.000 -0.196
C -1.98378 -0.24886 -6.08275 -0.562 1.033 -0.598
C -1.16278 -1.07291 -7.03536 0.093 -0.327 -0.351
C 0.29038 -0.58770 -7.28121 -0.426 -0.331 -0.284
C 1.01294 0.05549 -6.12886 0.711 0.839 -0.223
C 1.12108 1.39367 -5.98331 0.528 -0.869 -0.477
C 0.23862 2.42144 -6.63776 -0.025 0.203 -0.379
C -1.21702 1.98284 -6.96752 0.483 0.569 -0.253
H -1.66199 -1.11038 -8.02037 0.041 -0.073 0.316
H 0.30139 0.07650 -8.16093 0.089 -0.133 0.467
H -1.13324 -2.12005 -6.69032 -0.094 0.346 0.011
H -1.25277 1.55594 -7.98261 -0.033 -0.011 0.473
H -2.49470 1.62374 -5.22095 -0.002 -0.415 -0.640
H -2.81781 -0.78711 -5.61400 0.580 0.203 0.354
H -1.81700 2.90723 -7.01416 0.206 -0.298 -0.116
H 0.19072 3.32340 -6.00045 0.173 -0.373 -0.138
H 1.97096 1.81898 -5.43238 -0.537 -0.361 0.296
H 0.70731 2.75051 -7.58266 -0.110 0.040 0.314
H 0.88177 -1.47004 -7.57648 -0.182 0.305 0.039
H 1.61269 -0.62616 -5.50338 -0.024 0.485 -0.346
P -1.42161 0.30648 -2.47171 0.168 0.021 -0.667
P 1.68109 1.61839 -1.58269 0.236 0.090 -0.462
C -0.48279 1.56137 -3.45293 -0.199 -0.062 -0.322
C 0.64965 2.41740 -2.87984 0.040 0.121 0.287
H -1.22982 2.22882 -3.89590 0.248 -0.066 0.251
H -0.10992 0.96417 -4.28564 0.000 0.247 0.179
H 1.31763 2.72782 -3.69885 -0.265 0.017 0.231
H 0.22617 3.32889 -2.43785 0.181 -0.164 0.078
C 2.70591 2.97487 -0.93543 0.196 0.110 0.141
H 3.26887 2.60465 -0.06401 -0.151 0.221 -0.315
H 2.07386 3.81606 -0.61422 0.217 -0.360 -0.133
H 3.41469 3.31765 -1.70320 -0.216 -0.090 0.180
C 2.89046 0.58393 -2.49037 0.081 0.010 0.036
H 3.41892 1.18910 -3.24334 -0.127 -0.260 0.207
H 2.38570 -0.26262 -2.97883 0.173 0.242 0.095
H 3.61720 0.18838 -1.75997 -0.251 0.123 -0.348
C -3.15762 0.61184 -2.89467 -0.613 -0.160 -0.078
H -3.80427 -0.01583 -2.26712 0.172 0.187 -0.123
H -3.39014 0.39585 -3.94626 0.207 0.015 0.408
H -3.40130 1.66474 -2.69304 0.128 -0.313 0.008
C -0.94738 -1.29960 -3.22545 -0.183 -0.177 -0.403
H 0.09378 -1.55302 -2.98526 -0.245 0.139 0.047
H -1.05291 -1.29364 -4.32050 0.070 0.071 0.494
H -1.59817 -2.09011 -2.82394 0.214 0.212 -0.035
C -3.43258 1.23970 0.41954 -0.664 -0.261 -0.391
C -2.43583 2.18738 0.93827 0.678 2.083 0.852
C -2.69431 3.34608 1.69017 -0.089 -1.173 -0.567
C -1.44759 3.85850 2.10906 1.108 -0.816 -0.387
C -0.45637 2.99923 1.59358 -2.028 0.899 -0.076
C 0.98931 3.04053 1.88213 0.639 0.263 0.085
N -1.06269 2.04362 0.79135 0.231 -0.972 0.277
H -3.83662 1.57800 -0.54395 -0.034 -0.311 0.179
H -4.27646 1.18799 1.12564 0.248 -0.103 -0.293
H -3.02813 0.21857 0.31633 -0.149 0.187 -0.066
H -3.69591 3.71037 1.91234 0.357 -0.035 0.069
H -1.24746 4.72111 2.73551 -0.127 -0.171 -0.069
H 1.45193 3.92565 1.42430 0.123 -0.258 0.196
H 1.14304 3.10897 2.96991 0.121 -0.009 -0.373
H 1.50992 2.13448 1.53134 -0.080 0.261 0.066
```
Forces are in eV/Å.

As for the spin multiplicity: 1. As for the electronic energy: -2671.7120 a.u. Its net charge is +1.



DFT (wB97M-V/def2-TZVPD) results for a structure of composition C30H52Cl2N3PRe.

Geometry as XYZ:
```
89
Properties=species:S:1:pos:R:3:forces:R:3
P 0.60759 0.80230 0.18962 4.386 4.628 -1.354
C 0.22706 2.49791 -0.68704 -0.564 -0.924 0.596
C 1.09054 3.72615 -0.36042 0.438 -0.220 0.009
C 0.59129 4.96770 -1.10262 -0.319 0.009 0.049
C 0.36609 4.74079 -2.60301 0.103 -0.027 0.106
C -0.45005 3.48216 -2.89676 -0.047 -0.040 0.151
C 0.13083 2.25982 -2.18537 -0.014 0.118 -0.297
C 2.31100 0.33672 -0.56989 -0.808 -0.149 0.311
C 3.32962 1.45659 -0.78674 0.019 0.158 -0.167
C 4.68931 0.86990 -1.17863 -0.055 -0.144 0.109
C 4.60097 -0.10029 -2.36357 0.021 0.173 0.002
C 3.48563 -1.13711 -2.21315 -0.141 -0.024 0.107
C 2.14740 -0.48445 -1.84890 0.060 -0.135 -0.141
C 1.32035 1.59968 1.74135 -0.278 -0.440 0.180
C 0.30113 2.42996 2.52815 0.057 0.243 0.124
C 1.07617 3.36139 3.48257 -0.141 -0.023 -0.031
C 1.97411 2.58022 4.44834 -0.264 -0.207 0.002
C 2.84730 1.54932 3.72828 -0.017 -0.082 -0.145
C 2.04476 0.68880 2.73240 0.183 -0.069 0.245
H -0.78824 2.70031 -0.31349 0.218 0.030 -0.212
H 2.13536 3.54247 -0.64018 -0.336 0.183 0.036
H 1.09902 3.93962 0.71614 -0.072 0.011 -0.355
H 1.31841 5.77212 -0.94907 -0.116 0.000 -0.045
H -0.34661 5.29957 -0.63456 0.061 -0.051 -0.118
H -0.12587 5.61645 -3.03583 0.075 -0.024 -0.004
H 1.34337 4.65040 -3.09160 -0.016 -0.016 -0.025
H -1.48910 3.61119 -2.55920 0.159 0.042 -0.067
H -0.47725 3.28991 -3.97289 -0.065 0.093 0.019
H -0.50842 1.39235 -2.38660 0.154 0.447 0.158
H 1.12822 2.03238 -2.59724 -0.312 0.131 0.074
H 2.70029 -0.33498 0.20910 0.024 0.147 -0.307
H 5.10462 0.35065 -0.30449 -0.025 -0.002 -0.091
H 3.46899 2.08012 0.10900 -0.012 -0.216 -0.282
H 2.98508 2.12608 -1.59126 0.164 -0.266 0.166
H 5.37117 1.69664 -1.41042 0.006 -0.165 0.004
H 5.56569 -0.60028 -2.48912 -0.046 0.022 -0.064
H 4.42849 0.48399 -3.27615 -0.037 -0.052 0.020
H 3.37382 -1.70827 -3.14087 0.068 0.013 0.093
H 3.74251 -1.85223 -1.41894 0.006 0.068 -0.104
H 1.35837 -1.24414 -1.73446 0.388 0.201 0.035
H 1.82575 0.16727 -2.67812 0.121 -0.209 0.220
H 2.08418 2.27423 1.32780 -0.353 -0.154 0.144
H -0.37004 3.01401 1.88452 0.193 -0.145 0.112
H -0.35427 1.75082 3.09935 0.163 0.158 -0.064
H 1.71357 4.03802 2.89291 -0.179 -0.085 -0.022
H 0.37116 3.99615 4.03420 0.160 -0.092 -0.010
H 1.33103 2.04865 5.16257 0.084 0.095 0.014
H 2.60475 3.27337 5.01443 -0.107 -0.094 0.035
H 3.34310 0.89297 4.45385 -0.055 0.145 -0.055
H 3.64633 2.07913 3.18960 -0.092 -0.119 -0.035
H 2.71237 -0.02249 2.23382 -0.082 0.198 0.093
H 1.30943 0.07255 3.27518 0.179 0.142 -0.084
Re -0.93224 -0.71898 0.64010 -1.782 -0.981 0.841
Cl 1.07801 -1.96824 1.12903 -0.015 0.049 0.065
Cl -2.50745 1.04254 0.24283 -0.343 0.074 0.127
C -1.62835 -1.65097 -0.89945 -1.312 -2.163 -1.465
H -2.63926 -2.09180 -0.65754 0.759 0.686 -0.019
C -1.27076 -2.10543 -2.25249 0.077 0.639 0.811
C -1.51848 -3.43292 -2.68557 0.032 0.569 -0.054
C -1.22448 -3.79492 -3.99030 0.088 -0.119 -0.339
C -0.64515 -2.87781 -4.87927 0.024 0.192 0.015
C -0.39603 -1.56931 -4.45271 -0.122 -0.059 0.146
C -0.73466 -1.18157 -3.16047 0.150 -0.258 -0.302
H -1.95190 -4.14095 -1.98143 0.060 0.055 -0.153
H -1.44328 -4.80678 -4.34962 0.102 0.345 0.227
H 0.04795 -0.83232 -5.12247 -0.139 -0.222 0.019
H -0.62062 -0.15058 -2.82422 0.048 -0.676 -0.288
H -0.40926 -3.16328 -5.90669 -0.077 -0.005 0.356
C -5.37240 -1.41088 2.13390 -0.189 0.240 -0.196
N -4.60406 -2.64004 2.17247 -0.056 -0.250 -0.121
C -5.28171 -3.75598 2.80243 -0.559 -0.284 0.364
C -3.27481 -2.62227 1.86646 0.213 0.554 0.210
N -2.66491 -1.44166 1.73832 -0.541 -1.006 1.056
N -2.63460 -3.80565 1.72142 -0.128 -0.164 -0.218
C -3.26901 -5.06280 1.38599 -0.292 -0.535 -0.104
C -1.19217 -3.88606 1.66913 0.264 1.113 0.087
H -6.42250 -1.67331 2.29912 0.266 0.198 -0.141
H -5.28051 -0.92303 1.15685 0.026 0.020 0.238
H -5.06862 -0.71316 2.92993 -0.123 -0.049 -0.151
H -5.75514 -4.42483 2.06786 0.197 0.083 0.257
H -4.62975 -4.33811 3.46565 -0.165 0.286 -0.220
H -6.10172 -3.34052 3.40406 0.365 -0.213 0.011
H -3.28112 -0.70189 2.09659 0.686 -0.311 -0.495
H -2.51115 -5.66982 0.88049 -0.325 0.144 -0.087
H -3.55495 -5.63557 2.27950 -0.107 0.091 -0.327
H -4.12471 -4.93411 0.70800 0.250 -0.050 0.297
H -0.82259 -2.86399 1.46335 -0.223 -1.592 0.332
H -0.76742 -4.21760 2.62776 -0.079 -0.072 -0.229
H -0.88655 -4.55203 0.84841 0.034 0.392 0.317
```
Forces are in eV/Å.

The calculation puts the energy above the lowest of the compared OMol25 structures with the same formula, charge and spin at 0.0000 eV. As for the spin multiplicity: 4. Its expectation value of S² is 3.778.



Number 1: F_max 0.064 hartree/bohr. Number 2: F_max 0.063 hartree/bohr. Number 3: F_max 0.127 hartree/bohr.